ORCA calculation (wB97M-V/def2-TZVPD) on a 11-piece molecular cluster, C60H73N11O19 overall.

Computed properties:
Highest occupied orbital energy = -8.1 eV
SMILES = O=[N+]([O-])c1ccccc1.O=[N+]([O-])c1ccccc1.O=[N+]([O-])c1ccccc1.O=[N+]([O-])c1ccccc1.O=[N+]([O-])c1ccccc1.O=[N+]([O-])c1ccccc1.O=[N+]([O-])c1ccccc1.O=[N+]([O-])c1ccccc1.COC[C@H](C)N.COC[C@H](C)N.COC[C@H](C)N
ΔE to the lowest compared entry with this formula, charge and spin = 417.47 kJ/mol
Net charge = 0

Bonds (Å) are listed after each position.
Atoms and positions in Å:
1 C 8.44695 -2.00671 1.72838  C2 1.594, H7 1.090, H8 1.090, H9 1.090
2 C 6.97183 -2.58055 1.54113  C1 1.594, C3 1.600, N6 1.420, H10 1.090
3 C 5.78802 -1.60186 1.99065  C2 1.600, O4 1.440, H11 1.090, H12 1.090
4 O 5.78749 -1.33432 3.40552  C3 1.440, C5 1.425
5 C 4.60586 -0.66052 3.83136  O4 1.425, H13 1.090, H14 1.090, H15 1.090
6 N 6.86892 -2.89776 0.16063  C2 1.420, H16 1.010, H17 1.010
7 H 8.61295 -1.46752 2.66103  C1 1.090
8 H 8.78838 -1.36608 0.91528  C1 1.090
9 H 9.17279 -2.81975 1.74363  C1 1.090
10 H 6.81236 -3.49099 2.11886  C2 1.090
11 H 4.85194 -2.03296 1.63568  C3 1.090
12 H 5.96355 -0.64013 1.50859  C3 1.090
13 H 3.83674 -1.24728 4.33361  C5 1.090
14 H 4.18295 -0.20082 2.93810  C5 1.090
15 H 4.95702 -0.04687 4.66095  C5 1.090
16 H 6.72998 -2.03068 -0.33836  N6 1.010
17 H 7.77205 -3.26555 -0.10245  N6 1.010
18 C 4.13206 -4.26977 -3.08851  C19 1.598, H24 1.090, H25 1.090, H26 1.090
19 C 3.83279 -3.38511 -1.79188  C18 1.598, C20 1.531, N23 1.467, H27 1.090
20 C 2.34136 -3.19043 -1.50462  C19 1.531, O21 1.419, H28 1.090, H29 1.090
21 O 1.51889 -2.78663 -2.58785  C20 1.419, C22 1.383
22 C 0.16933 -2.77002 -2.28625  O21 1.383, H30 1.090, H31 1.090, H32 1.090
23 N 4.44457 -4.06231 -0.64346  C19 1.467, H33 1.010, H34 1.010
24 H 3.64938 -5.24574 -3.03770  C18 1.090
25 H 5.17018 -4.51041 -3.31763  C18 1.090
26 H 3.82943 -3.68069 -3.95425  C18 1.090
27 H 4.45383 -2.49122 -1.85000  C19 1.090
28 H 2.21649 -2.40764 -0.75645  C20 1.090
29 H 2.05296 -4.09569 -0.97036  C20 1.090
30 H -0.38691 -2.86502 -3.21882  C22 1.090
31 H -0.03463 -1.72918 -2.03496  C22 1.090
32 H -0.27943 -3.55804 -1.68147  C22 1.090
33 H 3.96788 -3.58946 0.11104  N23 1.010
34 H 5.39217 -3.76962 -0.45244  N23 1.010
35 C -1.66949 5.31017 1.33172  C36 1.574, H41 1.090, H42 1.090, H43 1.090
36 C -0.26351 5.82922 0.85007  C35 1.574, C37 1.601, N40 1.490, H44 1.090
37 C -0.28231 5.93948 -0.74666  C36 1.601, O38 1.487, H45 1.090, H46 1.090
38 O -0.49510 4.66238 -1.47743  C37 1.487, C39 1.437
39 C 0.19050 4.79023 -2.73388  O38 1.437, H47 1.090, H48 1.090, H49 1.090
40 N -0.06226 7.13757 1.53407  C36 1.490, H50 1.010, H51 1.010
41 H -1.83560 5.33713 2.40866  C35 1.090
42 H -1.76777 4.27076 1.01856  C35 1.090
43 H -2.37061 6.05224 0.94980  C35 1.090
44 H 0.46748 5.13335 1.26181  C36 1.090
45 H 0.70629 6.32186 -1.00071  C37 1.090
46 H -1.00877 6.69734 -1.03995  C37 1.090
47 H -0.03164 5.77570 -3.14330  C39 1.090
48 H -0.25091 4.08372 -3.43680  C39 1.090
49 H 1.27178 4.70834 -2.62337  C39 1.090
50 H -0.80754 7.76634 1.27084  N40 1.010
51 H 0.87380 7.44258 1.30853  N40 1.010
52 C -8.78629 4.17397 2.47855  C53 1.324, C57 1.377, H61 1.080
53 C -8.12021 3.87179 3.58202  C52 1.324, C54 1.396, H62 1.080
54 C -6.75438 3.58727 3.54096  C53 1.396, C55 1.407, H63 1.080
55 C -6.10437 3.41436 2.30530  C54 1.407, C56 1.400, N58 1.492
56 C -6.87004 3.70438 1.16958  C55 1.400, C57 1.400, H64 1.080
57 C -8.18140 4.19035 1.24133  C52 1.377, C56 1.400, H65 1.080
58 N -4.63215 3.21357 2.16845  C55 1.492, O59 1.247, O60 1.218
59 O -3.93796 3.24646 3.20378  N58 1.247
60 O -4.20408 2.91498 1.06794  N58 1.218
61 H -9.84494 4.35741 2.58803  C52 1.080
62 H -8.59156 3.92760 4.55213  C53 1.080
63 H -6.24894 3.35140 4.46578  C54 1.080
64 H -6.47446 3.70135 0.16464  C56 1.080
65 H -8.63655 4.50747 0.31469  C57 1.080
66 C -1.48627 -6.09427 2.85459  C67 1.368, C71 1.406, H75 1.080
67 C -1.16113 -5.35408 3.95778  C66 1.368, C68 1.350, H76 1.080
68 C -0.05484 -4.58073 3.96823  C67 1.350, C69 1.421, H77 1.080
69 C 0.60222 -4.26691 2.74817  C68 1.421, C70 1.389, N72 1.472
70 C 0.32765 -5.05633 1.63891  C69 1.389, C71 1.395, H78 1.080
71 C -0.70607 -5.99154 1.68943  C66 1.406, C70 1.395, H79 1.080
72 N 1.72601 -3.31658 2.76025  C69 1.472, O73 1.233, O74 1.253
73 O 2.59294 -3.31414 1.88418  N72 1.233
74 O 1.73142 -2.53417 3.73915  N72 1.253
75 H -2.42050 -6.63560 2.87862  C66 1.080
76 H -1.67836 -5.36218 4.90584  C67 1.080
77 H 0.19373 -4.05138 4.87621  C68 1.080
78 H 0.81958 -4.96832 0.68149  C70 1.080
79 H -0.89571 -6.70560 0.90168  C71 1.080
80 C -4.05121 -0.69375 3.70728  C81 1.413, C85 1.387, H89 1.080
81 C -3.39306 -1.92268 3.94067  C80 1.413, C82 1.415, H90 1.080
82 C -3.78692 -2.70558 5.05219  C81 1.415, C83 1.416, H91 1.080
83 C -4.67656 -2.14843 6.00274  C82 1.416, C84 1.374, N86 1.486
84 C -5.21520 -0.89657 5.82456  C83 1.374, C85 1.398, H92 1.080
85 C -4.87400 -0.15796 4.68746  C80 1.387, C84 1.398, H93 1.080
86 N -5.18557 -2.96656 7.13464  C83 1.486, O87 1.253, O88 1.227
87 O -5.88316 -2.42703 8.02482  N86 1.253
88 O -4.85127 -4.14658 7.15110  N86 1.227
89 H -3.82694 -0.13471 2.81086  C80 1.080
90 H -2.59612 -2.29703 3.31526  C81 1.080
91 H -3.21819 -3.61829 5.15162  C82 1.080
92 H -5.91958 -0.38593 6.46448  C84 1.080
93 H -5.25094 0.82875 4.46229  C85 1.080
94 C 7.26201 0.86092 -0.53216  C95 1.355, C99 1.355, H103 1.080
95 C 8.44565 0.41312 -1.01763  C94 1.355, C96 1.415, H104 1.080
96 C 8.52504 -0.42970 -2.15117  C95 1.415, C97 1.386, H105 1.080
97 C 7.33358 -0.72966 -2.79277  C96 1.386, C98 1.368, N100 1.517
98 C 6.13106 -0.30532 -2.29873  C97 1.368, C99 1.398, H106 1.080
99 C 6.11505 0.43354 -1.11240  C94 1.355, C98 1.398, H107 1.080
100 N 7.35684 -1.52569 -4.08368  C97 1.517, O101 1.209, O102 1.207
101 O 6.36749 -1.54454 -4.77854  N100 1.209
102 O 8.39921 -2.07676 -4.34332  N100 1.207
103 H 7.36310 1.48090 0.34636  C94 1.080
104 H 9.39510 0.73590 -0.61667  C95 1.080
105 H 9.52235 -0.68281 -2.47937  C96 1.080
106 H 5.26453 -0.46812 -2.92243  C98 1.080
107 H 5.23427 0.91611 -0.71524  C99 1.080
108 C -3.65602 3.35878 -4.95941  C109 1.403, C113 1.397, H117 1.080
109 C -3.53771 3.44447 -3.56363  C108 1.403, C110 1.405, H118 1.080
110 C -4.40281 2.74252 -2.70782  C109 1.405, C111 1.439, H119 1.080
111 C -5.45790 1.94290 -3.27306  C110 1.439, C112 1.392, N114 1.481
112 C -5.53937 1.86966 -4.66125  C111 1.392, C113 1.441, H120 1.080
113 C -4.68130 2.61448 -5.54775  C108 1.397, C112 1.441, H121 1.080
114 N -6.40705 1.24616 -2.37413  C111 1.481, O115 1.224, O116 1.210
115 O -6.19708 1.31825 -1.17001  N114 1.224
116 O -7.46565 0.87445 -2.82593  N114 1.210
117 H -3.06141 3.92963 -5.65723  C108 1.080
118 H -2.77668 3.99526 -3.03084  C109 1.080
119 H -4.22223 2.81730 -1.64566  C110 1.080
120 H -6.31810 1.26341 -5.09994  C112 1.080
121 H -4.64469 2.58804 -6.62680  C113 1.080
122 C 2.66860 3.29298 -4.20737  C123 1.408, C127 1.416, H131 1.080
123 C 1.94265 3.23746 -5.41202  C122 1.408, C124 1.389, H132 1.080
124 C 2.17743 4.20944 -6.37586  C123 1.389, C125 1.371, H133 1.080
125 C 3.10733 5.20752 -6.24112  C124 1.371, C126 1.360, N128 1.502
126 C 3.75295 5.30511 -5.04863  C125 1.360, C127 1.421, H134 1.080
127 C 3.62015 4.32540 -4.02753  C122 1.416, C126 1.421, H135 1.080
128 N 3.31040 6.20424 -7.34579  C125 1.502, O129 1.245, O130 1.216
129 O 3.94123 7.25974 -7.14979  N128 1.245
130 O 2.89435 5.86934 -8.43820  N128 1.216
131 H 2.50900 2.57437 -3.41710  C122 1.080
132 H 1.22063 2.48889 -5.70311  C123 1.080
133 H 1.58592 4.07139 -7.26887  C124 1.080
134 H 4.56776 5.99535 -4.88721  C126 1.080
135 H 4.31979 4.44897 -3.21412  C127 1.080
136 C -5.39453 -6.62973 2.42648  C137 1.405, C141 1.462, H145 1.080
137 C -4.57667 -6.88126 1.31263  C136 1.405, C138 1.383, H146 1.080
138 C -4.09503 -5.78971 0.61237  C137 1.383, C139 1.431, H147 1.080
139 C -4.42974 -4.47112 1.05473  C138 1.431, C140 1.400, N142 1.510
140 C -5.24256 -4.21816 2.16676  C139 1.400, C141 1.377, H148 1.080
141 C -5.73332 -5.28440 2.88734  C136 1.462, C140 1.377, H149 1.080
142 N -3.84553 -3.31508 0.27768  C139 1.510, O143 1.235, O144 1.251
143 O -4.08138 -2.15973 0.64454  N142 1.235
144 O -3.10014 -3.59033 -0.68846  N142 1.251
145 H -5.85419 -7.42850 2.98956  C136 1.080
146 H -4.35976 -7.92758 1.15588  C137 1.080
147 H -3.49203 -6.04472 -0.24657  C138 1.080
148 H -5.50328 -3.19292 2.38432  C140 1.080
149 H -6.43284 -5.00390 3.66090  C141 1.080
150 C -1.79460 0.54639 0.03034  C151 1.405, C155 1.406, H159 1.080
151 C -1.07157 -0.49736 0.63106  C150 1.405, C152 1.390, H160 1.080
152 C 0.30587 -0.55533 0.45158  C151 1.390, C153 1.417, H161 1.080
153 C 1.00687 0.44256 -0.27099  C152 1.417, C154 1.442, N156 1.483
154 C 0.25247 1.50762 -0.88407  C153 1.442, C155 1.416, H162 1.080
155 C -1.15790 1.52411 -0.75377  C150 1.406, C154 1.416, H163 1.080
156 N 2.48543 0.46162 -0.37772  C153 1.483, O157 1.186, O158 1.193
157 O 2.91775 1.00496 -1.33899  N156 1.186
158 O 3.20501 -0.14833 0.35205  N156 1.193
159 H -2.85092 0.63833 0.23556  C150 1.080
160 H -1.70653 -1.25569 1.06480  C151 1.080
161 H 0.84151 -1.33628 0.97082  C152 1.080
162 H 0.61847 2.26741 -1.55872  C154 1.080
163 H -1.63541 2.34456 -1.26879  C155 1.080